Here is a single C10H8N2O molecule in a non-equilibrium geometry from the OMol25 dataset. Energies are from the ωB97M-V functional and the def2-TZVPD basis.

The geometry in XYZ format:
```
21
C10H8N2O | the OMol25 dataset | the ωB97M-V functional and the def2-TZVPD basis
N 3.407 -3.250 -3.161
C 2.917 -2.230 -2.685
C 2.000 -1.571 -2.066
C 1.305 -0.670 -1.350
C 0.145 -1.065 -0.530
C -0.530 -0.027 0.304
C -1.146 -0.233 1.541
C -1.603 0.877 2.297
C -1.518 2.142 1.788
C -0.869 2.388 0.605
C -0.373 1.299 -0.077
O 0.311 1.577 -1.214
N 1.446 0.833 -1.578
H 4.008 -3.204 -3.975
H 0.511 -2.015 0.105
H -0.784 -1.412 -1.144
H -1.264 -1.143 2.148
H -2.057 0.898 3.247
H -1.943 2.926 2.451
H -0.744 3.353 0.279
H 1.736 1.068 -2.513
```

Computed properties:
**LUMO**: 0.01 eV
**HOMO-LUMO gap**: 8.272 eV
**Total energy**: -570.42147 Ha
**SMILES**: N=C=C=C1Cc2ccccc2ON1
**Net charge**: 0
**Energy above the lowest of the compared OMol25 structures with the same formula, charge and spin**: 491.6 kJ/mol
**E_HOMO**: -8.3 eV
**Spin multiplicity**: 1